# 1
{"formula": "C35H52CsN7O2Si3", "method": "ωB97M-V/def2-TZVPD", "total_energy_ev": -75849.6609, "charge": -2, "relative_energy_kcal_mol": 0.0, "gap_ha": 0.2028, "mol_weight_g_mol": 820.01, "homo_ev": -1.70, "symbols": ["Cs", "O", "C", "C", "C", "C", "C", "C", "C", "N", "C", "C", "N", "C", "C", "C", "C", "C", "C", "C", "O", "H", "H", "H", "H", "H", "H", "H", "H", "H", "H", "H", "H", "H", "H", "C", "Si", "C", "C", "C", "Si", "C", "C", "C", "Si", "C", "C", "C", "C", "C", "C", "C", "N", "H", "H", "H", "H", "H", "H", "H", "H", "H", "H", "H", "H", "H", "H", "H", "H", "H", "H", "H", "H", "H", "H", "H", "H", "H", "H", "H", "H", "C", "C", "C", "C", "N", "C", "N", "N", "N", "H", "H", "H", "H", "H", "H", "H", "H", "H", "H"], "coordinates": [[0.496086, 1.040709, -0.537976], [0.834169, -1.341105, -2.139347], [1.813955, -1.856156, -2.754430], [2.120849, -3.252866, -2.623577], [3.126167, -3.868570, -3.327288], [3.925653, -3.150049, -4.226019], [3.685143, -1.795743, -4.352519], [2.690572, -1.119461, -3.636502], [2.628837, 0.326035, -3.858995], [2.017901, 1.202016, -3.171728], [2.159356, 2.586101, -3.629649], [1.491711, 3.571729, -2.684958], [0.045591, 3.511754, -2.838366], [-0.683756, 4.276435, -2.127851], [-0.319861, 5.237560, -1.066470], [-0.929218, 6.493264, -1.130073], [-0.673215, 7.496102, -0.213859], [0.207036, 7.209300, 0.839046], [0.782649, 5.969418, 0.966971], [0.528353, 4.897498, 0.046431], [0.992715, 3.733419, 0.238663], [1.516487, -3.813767, -1.918693], [3.298865, -4.930348, -3.178416], [4.712866, -3.633804, -4.790130], [4.299801, -1.207673, -5.030361], [3.222539, 0.649525, -4.734125], [1.693176, 2.694256, -4.616135], [3.222898, 2.842137, -3.729053], [1.832764, 4.586761, -2.928994], [1.796264, 3.391387, -1.648558], [-1.749767, 4.256390, -2.377335], [-1.622670, 6.680488, -1.947073], [-1.147540, 8.465840, -0.300384], [0.425174, 7.971405, 1.581952], [1.433054, 5.737897, 1.803099], [-1.550128, -3.291343, 3.724087], [-0.581506, -2.196136, 2.497548], [-1.216976, -2.687056, 0.781150], [1.150323, -2.974945, 2.559439], [-0.632193, -0.428389, 2.843622], [-2.225340, 0.418982, 2.901921], [-2.776997, 0.870639, 4.671205], [-2.313803, 2.035375, 1.929688], [-3.690841, -0.568472, 2.214200], [0.726127, 0.315384, 3.735441], [0.894027, -0.219276, 5.558579], [0.755111, 2.203488, 3.774371], [2.470802, -0.069415, 3.017437], [3.525434, -0.632580, 3.741074], [4.747569, -0.863385, 3.131683], [4.906681, -0.516801, 1.800041], [3.824015, 0.055020, 1.147884], [2.649619, 0.274387, 1.728775], [-1.497399, -4.351923, 3.452817], [-2.604904, -3.012323, 3.790266], [-1.120749, -3.174013, 4.724575], [-1.280909, -3.775844, 0.670990], [-0.543937, -2.313963, 0.001581], [-2.209431, -2.270264, 0.589449], [1.055006, -4.043092, 2.334647], [1.619114, -2.882979, 3.543211], [1.828970, -2.537944, 1.823037], [-2.039565, 1.503720, 5.173090], [-2.888163, -0.040264, 5.268126], [-3.734346, 1.402998, 4.672205], [-1.499319, 2.722518, 2.169916], [-3.260623, 2.558330, 2.104273], [-2.267058, 1.833635, 0.855538], [-3.784750, -1.580707, 2.614431], [-3.638243, -0.634834, 1.124846], [-4.609605, -0.024579, 2.460201], [-0.035335, 0.032256, 6.077395], [1.720342, 0.274421, 6.082302], [1.027316, -1.302678, 5.643745], [-0.149574, 2.628169, 4.217188], [0.865539, 2.626107, 2.771634], [1.609165, 2.535522, 4.374710], [3.372768, -0.905017, 4.778085], [5.562963, -1.314858, 3.686742], [5.835557, -0.685466, 1.270332], [3.904310, 0.347328, 0.103409], [-1.758338, -3.992773, -2.669337], [-2.515557, -3.633119, -3.943007], [-3.989174, -4.016695, -3.839889], [-2.330620, -2.156879, -4.296301], [-2.814652, -1.255517, -3.264674], [-2.132581, -0.752012, -2.234349], [-2.938216, 0.015083, -1.538044], [-4.130952, -0.029751, -2.173054], [-4.068712, -0.781480, -3.214520], [-1.788591, -5.069840, -2.493015], [-2.209820, -3.510891, -1.799617], [-0.715954, -3.672296, -2.714206], [-2.077215, -4.181848, -4.785066], [-4.473982, -3.488114, -3.017653], [-4.086906, -5.088608, -3.655827], [-4.535411, -3.772018, -4.754064], [-2.852678, -1.901418, -5.218655], [-1.269496, -1.934580, -4.418669], [-1.084815, -0.974864, -2.064237]], "forces_ev_per_a": [[-0.4, -0.1, 0.6], [0.0, -0.1, -0.1], [0.2, 0.0, -0.1], [0.0, 0.0, 0.0], [0.0, 0.0, 0.0], [0.0, 0.0, 0.0], [0.0, 0.0, 0.0], [0.0, 0.0, 0.0], [-0.1, -0.1, 0.1], [0.1, 0.0, -0.2], [-0.1, 0.0, 0.0], [0.0, 0.0, -0.1], [0.0, 0.0, 0.1], [0.1, 0.0, 0.0], [0.0, 0.0, 0.0], [0.0, 0.0, 0.0], [0.0, 0.0, 0.0], [0.0, 0.0, 0.0], [0.0, 0.0, 0.0], [0.0, 0.1, 0.0], [0.1, 0.1, 0.0], [0.0, 0.0, 0.0], [0.0, 0.0, 0.0], [0.0, 0.0, 0.0], [0.0, 0.0, 0.0], [0.0, 0.0, 0.0], [0.0, 0.0, 0.0], [0.0, 0.0, 0.0], [0.0, 0.0, 0.0], [0.0, 0.0, 0.0], [0.0, 0.0, 0.0], [0.0, 0.0, 0.0], [0.0, 0.0, 0.0], [0.0, 0.0, 0.0], [0.0, 0.0, 0.0], [0.0, 0.0, 0.0], [0.0, 0.0, -0.1], [-0.1, 0.0, 0.0], [0.0, 0.0, 0.0], [0.1, -0.2, -0.1], [0.0, 0.0, 0.0], [0.0, 0.0, 0.0], [0.0, 0.1, -0.1], [-0.1, 0.0, 0.0], [0.0, 0.0, 0.0], [0.0, 0.0, 0.0], [0.0, 0.0, 0.0], [0.0, 0.0, 0.0], [0.0, 0.0, 0.0], [0.0, 0.0, 0.0], [0.0, 0.0, 0.0], [0.0, 0.0, 0.0], [0.0, 0.0, -0.1], [0.0, 0.0, 0.0], [0.0, 0.0, 0.0], [0.0, 0.0, 0.0], [0.0, 0.0, 0.0], [0.0, 0.0, 0.0], [0.0, 0.0, 0.0], [0.0, 0.0, 0.0], [0.0, 0.0, 0.0], [0.0, 0.0, 0.0], [0.0, 0.0, 0.0], [0.0, 0.0, 0.0], [0.0, 0.0, 0.0], [0.0, 0.0, 0.0], [0.0, 0.0, 0.0], [0.0, 0.0, 0.0], [0.0, 0.0, 0.0], [0.0, 0.0, 0.0], [0.0, 0.0, 0.0], [0.0, 0.0, 0.0], [0.0, 0.0, 0.0], [0.0, 0.0, 0.0], [0.0, 0.0, 0.0], [0.0, 0.0, 0.0], [0.0, 0.0, 0.0], [0.0, 0.0, 0.0], [0.0, 0.0, 0.0], [0.0, 0.0, 0.0], [0.0, 0.0, 0.0], [0.0, 0.0, 0.0], [0.0, 0.0, 0.0], [0.0, 0.0, 0.0], [0.0, 0.0, 0.0], [0.1, 0.1, -0.1], [0.0, 0.0, 0.1], [-0.1, 0.0, 0.0], [0.1, 0.0, -0.1], [0.0, -0.1, 0.1], [0.0, 0.0, 0.0], [0.0, 0.0, 0.0], [0.0, 0.0, 0.0], [0.0, 0.0, 0.0], [0.0, 0.0, 0.0], [0.0, 0.0, 0.0], [0.0, 0.0, 0.0], [0.0, 0.0, 0.0], [0.0, 0.0, 0.0], [0.0, 0.0, 0.0]]}

---

# 2
{"formula": "C35H52IrN5O2PS", "method": "ωB97M-V/def2-TZVPD", "total_energy_ev": -71634.6243, "charge": 2, "s_squared": 0.752, "relative_energy_kcal_mol": 20.2, "gap_ha": [0.2795, 0.2161], "mol_weight_g_mol": 830.09, "homo_ev": [-12.66, -12.66], "multiplicity": 2, "symbols": ["Ir", "O", "C", "C", "C", "C", "C", "C", "C", "N", "C", "C", "N", "C", "C", "C", "C", "C", "C", "C", "O", "H", "H", "H", "H", "H", "H", "H", "H", "H", "H", "H", "H", "H", "H", "N", "N", "C", "N", "S", "H", "H", "H", "H", "H", "C", "C", "C", "C", "C", "C", "P", "C", "C", "C", "C", "C", "C", "C", "C", "C", "C", "C", "C", "H", "H", "H", "H", "H", "H", "H", "H", "H", "H", "H", "H", "H", "H", "H", "H", "H", "H", "H", "H", "H", "H", "H", "H", "H", "H", "H", "H", "H", "H", "H", "H", "H"], "coordinates": [[-0.616048, -0.780771, 0.564523], [-0.050517, -1.917051, -0.956522], [-0.839306, -2.943598, -1.327851], [-0.895382, -3.249665, -2.688777], [-1.667251, -4.296456, -3.152712], [-2.402554, -5.099069, -2.276825], [-2.317377, -4.844468, -0.928238], [-1.559105, -3.769869, -0.440982], [-1.281537, -3.659184, 0.961055], [-0.765984, -2.597456, 1.459482], [0.030157, -2.640116, 2.688196], [1.375829, -2.051449, 2.274193], [1.078245, -0.749828, 1.680083], [1.674586, 0.319626, 2.070254], [1.342158, 1.662475, 1.695498], [2.082043, 2.678999, 2.342939], [1.788480, 4.007499, 2.183740], [0.710873, 4.355549, 1.358776], [-0.017904, 3.392667, 0.701028], [0.274366, 2.018371, 0.835409], [-0.473859, 1.185236, 0.137021], [-0.328849, -2.639181, -3.376324], [-1.696981, -4.496621, -4.215884], [-2.995892, -5.921525, -2.648794], [-2.827952, -5.485023, -0.218282], [-1.364523, -4.549922, 1.583202], [0.141272, -3.664367, 3.045959], [-0.439445, -2.025296, 3.458924], [1.806412, -2.690407, 1.499425], [2.073361, -1.964700, 3.108018], [2.492692, 0.209045, 2.782096], [2.895387, 2.383798, 2.995517], [2.360529, 4.767285, 2.696516], [0.442975, 5.398846, 1.240037], [-0.852631, 3.661925, 0.065293], [-2.654380, 0.243507, 2.381119], [-3.778120, -0.445590, 1.909087], [-3.923099, -0.773360, 0.617285], [-5.137075, -1.178947, 0.236163], [-2.713195, -0.648263, -0.567083], [-2.580628, 0.068190, 3.375783], [-2.754213, 1.243440, 2.221165], [-4.602067, -0.451548, 2.495998], [-5.945014, -1.140135, 0.836114], [-5.250688, -1.549835, -0.692400], [3.225878, 6.644192, -1.833350], [3.258620, 5.670060, -0.662133], [3.073033, 4.228306, -1.155269], [2.088422, 4.178031, -2.353415], [1.082999, 5.333596, -2.277076], [1.828872, 6.662110, -2.477557], [1.349267, 2.525177, -2.499542], [2.677615, 1.304143, -2.759534], [3.029629, 1.124038, -4.259458], [2.130026, 0.154110, -5.038156], [1.562327, -0.965944, -4.158627], [2.480045, -1.247350, -2.979071], [2.463928, -0.054716, -2.026023], [-0.062343, 2.418250, -3.639991], [-1.397356, 2.775780, -2.961853], [-2.556528, 2.364180, -3.882089], [-2.218388, 2.564824, -5.369166], [-1.188924, 3.675305, -5.539989], [0.157638, 3.251252, -4.938442], [3.979364, 6.344387, -2.567570], [3.503161, 7.646898, -1.511067], [2.465542, 5.925088, 0.046134], [4.197589, 5.740836, -0.113084], [2.713725, 3.600989, -0.332429], [4.039279, 3.827857, -1.467571], [2.660692, 4.281832, -3.288261], [0.600432, 5.304201, -1.298547], [0.291111, 5.242495, -3.018864], [1.225966, 7.467107, -2.054860], [1.914672, 6.871630, -3.545781], [3.523281, 1.822376, -2.300770], [4.049009, 0.732292, -4.261687], [3.093239, 2.091031, -4.764713], [2.735391, -0.279108, -5.835488], [1.318066, 0.677806, -5.541346], [1.400747, -1.859399, -4.763134], [0.581903, -0.678827, -3.759821], [3.494946, -1.443289, -3.335192], [2.159115, -2.134666, -2.432790], [3.252518, -0.160583, -1.278445], [1.521316, -0.068397, -1.470281], [-0.104389, 1.354429, -3.891534], [-1.428003, 3.850019, -2.768090], [-1.481502, 2.272742, -1.997707], [-3.436970, 2.950721, -3.614474], [-2.811358, 1.317973, -3.695298], [-3.123094, 2.785767, -5.934114], [-1.813931, 1.640841, -5.794671], [-1.549264, 4.587241, -5.055779], [-1.044459, 3.922549, -6.591643], [0.769920, 4.133368, -4.751958], [0.707023, 2.644571, -5.657501]], "forces_ev_per_a": [[-0.9, -0.1, 0.6], [0.2, -0.1, -0.1], [0.1, 0.2, 0.0], [0.0, 0.0, -0.1], [0.0, 0.0, 0.1], [0.0, 0.1, 0.0], [-0.1, 0.0, 0.0], [0.0, -0.1, 0.0], [0.4, 0.0, -0.1], [-0.3, 0.1, 0.1], [-0.1, -0.1, 0.0], [0.1, -0.1, 0.0], [-0.2, 0.0, 0.0], [0.2, -0.2, -0.1], [0.0, 0.1, 0.1], [0.0, 0.0, 0.0], [-0.1, 0.0, 0.0], [0.0, 0.0, 0.1], [0.0, 0.1, -0.1], [0.0, 0.0, -0.3], [0.0, 0.1, 0.1], [0.0, 0.0, 0.0], [0.0, 0.0, 0.0], [0.0, 0.0, 0.0], [0.0, 0.0, 0.0], [0.0, 0.0, 0.0], [0.0, 0.0, 0.0], [0.1, 0.0, 0.0], [0.1, 0.0, 0.1], [0.0, 0.0, 0.0], [0.0, 0.0, 0.0], [0.0, 0.0, 0.0], [0.0, 0.0, 0.0], [0.0, 0.0, 0.0], [0.0, 0.0, 0.0], [0.4, -0.1, -0.3], [-0.2, -0.1, 0.1], [0.0, 0.1, -0.1], [0.1, 0.0, 0.0], [0.1, -0.1, 0.1], [0.1, 0.0, 0.0], [0.0, 0.0, 0.0], [0.0, 0.0, 0.0], [0.0, 0.0, 0.0], [0.0, 0.0, 0.0], [0.0, 0.0, 0.0], [0.0, 0.0, 0.0], [0.0, 0.0, 0.0], [0.0, 0.0, -0.1], [0.0, 0.0, 0.0], [0.0, 0.0, 0.0], [0.0, 0.0, 0.0], [0.0, 0.0, -0.1], [0.0, 0.0, 0.0], [0.0, 0.0, 0.0], [0.0, 0.0, 0.0], [0.0, 0.0, 0.0], [0.1, 0.1, 0.1], [0.0, 0.0, 0.0], [0.0, 0.0, 0.0], [0.0, 0.0, 0.0], [0.0, 0.0, 0.0], [0.0, 0.0, 0.0], [0.0, 0.0, 0.0], [0.0, 0.0, 0.0], [0.0, 0.0, 0.0], [0.0, 0.0, 0.0], [0.0, 0.0, 0.0], [0.0, 0.0, -0.1], [0.0, 0.0, 0.0], [0.0, 0.0, 0.0], [0.0, 0.0, 0.0], [0.0, 0.0, 0.0], [0.0, 0.0, 0.0], [0.0, 0.0, 0.0], [0.0, 0.0, 0.0], [0.0, 0.0, 0.0], [0.0, 0.0, 0.0], [0.0, 0.0, 0.0], [0.0, 0.0, 0.0], [0.0, 0.0, 0.0], [0.0, 0.0, 0.0], [0.0, 0.0, 0.0], [0.0, 0.0, 0.0], [0.0, 0.0, 0.0], [0.0, 0.1, -0.1], [0.0, 0.0, 0.0], [0.0, 0.0, 0.0], [0.0, 0.0, 0.0], [0.0, 0.0, 0.0], [0.0, 0.0, 0.0], [0.0, 0.0, 0.0], [0.0, 0.0, 0.0], [0.0, 0.0, 0.0], [0.0, 0.0, 0.0], [0.0, 0.0, 0.0], [0.0, 0.0, 0.0]]}

---

Which formula does entry 2 have? C35H52IrN5O2PS